Entry 1:
{
  "formula": "C6H14",
  "method": "ωB97M-V/def2-TZVPD",
  "spin_multiplicity": 1,
  "orbital_gap_ha": 0.4427,
  "smiles": "CCCC(C)C",
  "homo_ev": -10.82,
  "fmax_ev_per_a": 0.75,
  "de_lowest_kj_mol": 12.6,
  "elements": ["C", "C", "C", "C", "C", "C", "H", "H", "H", "H", "H", "H", "H", "H", "H", "H", "H", "H", "H", "H"],
  "coordinates": [[-2.5512, 1.0943, 0.4715], [-1.0364, 0.9983, 0.5119], [-0.5075, -0.3061, -0.0562], [0.9912, -0.5290, 0.1472], [1.3866, -1.9309, -0.3149], [1.8390, 0.5312, -0.5602], [-2.9924, 0.8739, -0.5051], [-2.7236, 2.1478, 0.6722], [-3.1097, 0.5162, 1.2183], [-0.6237, 1.8587, -0.0613], [-0.7027, 1.1504, 1.5502], [-0.7455, -0.3291, -1.1312], [-1.0606, -1.1438, 0.3932], [1.1899, -0.4564, 1.2278], [2.4508, -2.1235, -0.1405], [0.8134, -2.7020, 0.2134], [1.1963, -2.0522, -1.3892], [2.9073, 0.3385, -0.4079], [1.6494, 0.5201, -1.6417], [1.6296, 1.5437, -0.1976]],
  "forces_ev_per_a": [[-0.2679, 0.7009, 0.0588], [0.2426, 0.0907, -0.1599], [0.0490, -0.0917, -0.0273], [0.0456, -0.0494, 0.0276], [0.0470, -0.0811, -0.0225], [0.0297, 0.0452, -0.0299], [0.2476, -0.0394, -0.0031], [-0.6869, 0.1486, 0.0684], [0.4373, -0.0588, -0.0716], [-0.2053, -0.5280, 0.2802], [0.0167, -0.1533, -0.2007], [0.0989, -0.0748, 0.1135], [0.0988, 0.1026, -0.0172], [-0.0184, -0.0174, -0.1317], [-0.1249, 0.0246, -0.0303], [0.0777, 0.1279, -0.0736], [0.0268, 0.0313, 0.1363], [-0.1491, 0.0288, -0.0248], [0.0110, -0.0255, 0.1364], [0.0241, -0.1812, -0.0286]]
}


Entry 2:
{
  "formula": "C6H14",
  "method": "ωB97M-V/def2-TZVPD",
  "spin_multiplicity": 1,
  "orbital_gap_ha": 0.1964,
  "homo_ev": -6.71,
  "fmax_ev_per_a": 2.97,
  "de_lowest_kj_mol": 724.7,
  "elements": ["C", "C", "C", "C", "C", "C", "H", "H", "H", "H", "H", "H", "H", "H", "H", "H", "H", "H", "H", "H"],
  "coordinates": [[-0.5566, -1.3241, -2.2916], [0.4832, -0.7336, -1.4287], [0.0314, -0.4690, 0.0022], [1.1034, -0.0074, 0.9871], [0.7654, 1.4561, 1.4482], [-0.6900, 1.5573, 1.9806], [-0.4494, -2.3530, -2.6271], [-1.5357, -1.2886, -1.5516], [-0.6851, -0.7765, -3.2282], [1.3289, -1.4163, -1.2947], [0.8867, 0.1791, -1.8646], [-0.4537, -1.4057, 0.3109], [-2.5046, -1.2941, -1.3767], [1.9920, 0.0366, 0.3856], [1.0173, -0.5930, 1.8941], [1.5370, 1.9066, 2.0603], [0.7329, 1.9751, 0.4806], [-0.9742, 2.5955, 2.0876], [-0.7965, 0.9089, 2.8476], [-1.2325, 1.0460, 1.1782]],
  "forces_ev_per_a": [[1.2196, -0.9223, -1.5604], [-0.6230, 1.7848, 0.2301], [0.9621, -2.2733, -0.0830], [-2.4292, 1.6982, 0.1398], [-0.7632, -0.2055, -1.4613], [1.5436, -1.0892, -0.8087], [0.0621, -0.2674, 0.6202], [-0.6430, -0.1196, -0.7006], [-0.5402, 0.2628, 0.3208], [-0.1944, -0.4215, 0.0034], [0.2272, 0.1486, 0.0376], [-0.2932, 0.4670, 0.3938], [0.3404, 0.6339, 0.7686], [0.9781, -0.3631, 0.5937], [0.9168, -0.6395, -0.0572], [0.0933, -0.0655, 0.2751], [0.2868, 0.4839, 0.2826], [-0.3357, -0.0338, 0.3623], [-0.2363, 0.4560, 0.4668], [-0.5716, 0.4654, 0.1765]]
}